Entry 1:
{"formula": "C24H44Cl3FN3O6S", "method": "the ωB97M-V functional and the def2-TZVPD basis", "multiplicity": 1, "charge": 1, "max_force_ha_per_bohr": 0.050, "homo_lumo_gap_ev": 9.92, "e_tot_ha": -3434.801496, "species": ["C", "C", "N", "C", "N", "C", "C", "C", "C", "C", "C", "C", "C", "C", "C", "C", "C", "S", "O", "O", "O", "C", "C", "C", "C", "Cl", "O", "N", "O", "C", "O", "C", "C", "F", "H", "H", "H", "H", "H", "H", "H", "H", "H", "H", "H", "H", "H", "H", "H", "H", "H", "H", "H", "H", "H", "H", "H", "H", "H", "H", "H", "H", "H", "H", "H", "H", "H", "H", "H", "H", "H", "H", "H", "H", "Cl", "C", "C", "Cl", "H", "H", "H", "H"], "positions_angstrom": [[0.57, 3.55, 1.41], [0.66, 2.37, 1.23], [0.96, 1.01, 0.92], [1.39, 0.35, 2.25], [0.81, 1.01, 3.41], [-0.38, 0.48, 0.31], [-1.36, -0.08, 1.34], [-2.75, -0.39, 0.78], [-3.52, 0.85, 0.27], [-4.40, 0.56, -0.95], [-5.58, -0.38, -0.65], [-5.27, -1.88, -0.90], [0.15, -0.37, -0.84], [-0.84, -1.09, -1.77], [-0.92, -2.60, -1.48], [-0.50, -3.51, -2.65], [0.41, -4.64, -2.14], [2.12, -4.14, -2.21], [2.44, -3.60, -0.92], [2.37, -3.29, -3.33], [2.86, -5.51, -2.43], [1.21, 0.58, -1.47], [2.03, -0.07, -2.60], [2.08, 0.71, -3.92], [2.97, 1.93, -3.93], [2.73, -0.44, -5.15], [0.68, 1.85, -1.89], [-0.62, 1.75, -2.45], [-0.97, 2.80, -2.83], [2.05, 0.92, -0.19], [2.93, -0.12, 0.11], [2.94, 2.14, -0.34], [3.86, 2.45, 0.84], [5.07, 1.79, 0.70], [0.56, 4.60, 1.59], [2.47, 0.39, 2.32], [1.10, -0.70, 2.21], [1.52, 0.98, 4.15], [0.06, 0.43, 3.77], [-0.84, 1.40, -0.04], [-1.49, 0.69, 2.10], [-0.96, -0.96, 1.85], [-2.75, -1.20, 0.06], [-3.32, -0.78, 1.63], [-4.16, 1.20, 1.08], [-2.86, 1.68, 0.03], [-4.81, 1.52, -1.28], [-3.80, 0.15, -1.77], [-6.39, -0.11, -1.33], [-5.96, -0.22, 0.36], [-5.02, -2.39, 0.03], [-6.15, -2.38, -1.31], [-4.46, -1.99, -1.62], [0.67, -1.18, -0.31], [-1.82, -0.63, -1.78], [-0.47, -0.95, -2.78], [-0.27, -2.88, -0.64], [-1.93, -2.88, -1.19], [0.06, -2.95, -3.41], [-1.34, -3.95, -3.18], [0.29, -5.57, -2.71], [0.22, -4.89, -1.10], [3.64, -5.34, -3.00], [3.06, -0.27, -2.30], [1.62, -1.05, -2.83], [1.09, 0.98, -4.29], [2.78, 2.58, -3.07], [2.79, 2.54, -4.82], [4.03, 1.67, -3.94], [2.60, -0.98, -0.18], [2.38, 3.04, -0.58], [3.59, 1.91, -1.18], [3.42, 2.24, 1.82], [4.09, 3.52, 0.83], [1.72, 1.11, 6.59], [0.24, 2.12, 6.55], [-0.19, 2.54, 7.93], [-0.77, 1.16, 8.88], [-0.54, 1.56, 6.05], [0.48, 3.00, 5.95], [-1.01, 3.25, 7.85], [0.63, 3.01, 8.47]], "lowdin_charge": [0.22, -0.13, -0.01, -0.14, 0.06, -0.16, -0.12, -0.17, -0.19, -0.21, -0.24, -0.10, -0.16, -0.12, -0.16, -0.19, -0.21, 0.60, -0.29, -0.30, -0.13, -0.30, -0.13, -0.69, -0.12, 0.66, -0.05, 0.02, 0.13, -0.34, 0.06, -0.06, -0.17, -0.02, 0.07, 0.13, 0.14, 0.02, 0.08, 0.12, 0.12, 0.12, 0.08, 0.12, 0.12, 0.10, 0.11, 0.09, 0.10, 0.11, 0.07, 0.07, 0.06, 0.14, 0.09, 0.11, 0.10, 0.11, 0.10, 0.12, 0.11, 0.11, 0.11, 0.14, 0.07, 0.09, 0.06, 0.09, 0.08, 0.11, 0.12, 0.13, 0.11, 0.13, 0.57, -0.66, -0.66, 0.56, 0.06, 0.08, 0.08, 0.07]}

Entry 2:
{"formula": "C27H35BF10N2O12", "method": "the ωB97M-V functional and the def2-TZVPD basis", "multiplicity": 1, "charge": 0, "max_force_ha_per_bohr": 0.065, "homo_lumo_gap_ev": 8.27, "e_tot_ha": -3085.690728, "smiles": "C[C@H](O)CO[C@@H]1NC(=O)[C@@](C[C@H]2CO2)(B(O)O)[C@@]1(F)c1ccccn1.CCOC(=O)C(F)(F)F.CCOC(=O)C(F)(F)F.CCOC(=O)C(F)(F)F", "species": ["C", "C", "O", "C", "O", "C", "N", "C", "O", "C", "C", "C", "C", "O", "B", "O", "O", "C", "F", "C", "C", "C", "C", "C", "N", "H", "H", "H", "H", "H", "H", "H", "H", "H", "H", "H", "H", "H", "H", "H", "H", "H", "H", "H", "H", "C", "C", "O", "C", "O", "C", "F", "F", "F", "H", "H", "H", "H", "H", "C", "C", "O", "C", "O", "C", "F", "F", "F", "H", "H", "H", "H", "H", "C", "C", "O", "C", "O", "C", "F", "F", "F", "H", "H", "H", "H", "H"], "positions_angstrom": [[2.16, 3.73, 3.35], [1.10, 2.85, 4.06], [1.52, 2.61, 5.40], [0.86, 1.50, 3.37], [1.34, 1.51, 2.03], [1.35, 0.21, 1.46], [2.58, -0.46, 1.93], [3.37, -0.92, 0.85], [4.54, -1.19, 0.85], [2.32, -0.97, -0.34], [3.15, -0.94, -1.65], [3.49, -2.36, -2.10], [4.84, -2.46, -2.96], [4.54, -2.95, -1.50], [1.54, -2.30, 0.06], [2.20, -3.45, 0.49], [0.17, -2.35, -0.04], [1.69, 0.39, -0.04], [2.67, 1.38, -0.03], [0.61, 0.97, -0.97], [0.08, 0.15, -1.95], [-0.90, 0.65, -2.81], [-1.23, 1.98, -2.60], [-0.60, 2.68, -1.61], [0.31, 2.25, -0.74], [2.87, 3.16, 2.76], [2.72, 4.24, 4.13], [1.67, 4.49, 2.75], [0.16, 3.39, 4.10], [2.41, 2.24, 5.38], [-0.20, 1.20, 3.37], [1.41, 0.74, 3.95], [0.40, -0.27, 1.71], [3.09, 0.10, 2.60], [4.12, -0.47, -1.53], [2.62, -0.50, -2.50], [2.66, -3.01, -2.41], [4.23, -3.05, -3.72], [5.63, -3.22, -2.98], [2.30, -3.47, 1.44], [-0.13, -3.12, 0.48], [0.41, -0.87, -2.06], [-1.37, 0.06, -3.58], [-1.97, 2.47, -3.23], [-0.86, 3.73, -1.50], [-5.12, 2.29, 2.21], [-5.79, 3.44, 1.50], [-4.89, 4.55, 1.34], [-4.02, 4.46, 0.35], [-3.92, 3.54, -0.42], [-3.16, 5.73, 0.29], [-2.71, 6.08, 1.49], [-3.88, 6.76, -0.19], [-2.11, 5.57, -0.51], [-4.70, 2.61, 3.17], [-5.83, 1.48, 2.40], [-4.29, 1.88, 1.62], [-6.62, 3.81, 2.10], [-6.19, 3.14, 0.54], [-8.46, -2.79, 5.39], [-7.80, -1.45, 5.62], [-7.95, -0.59, 4.48], [-9.12, 0.02, 4.36], [-10.05, -0.08, 5.10], [-9.11, 0.93, 3.12], [-8.60, 0.31, 2.05], [-8.36, 2.02, 3.35], [-10.33, 1.35, 2.80], [-8.08, -3.25, 4.48], [-8.27, -3.46, 6.23], [-9.54, -2.68, 5.27], [-6.73, -1.58, 5.76], [-8.18, -0.96, 6.52], [9.50, -3.06, -6.01], [9.05, -4.30, -6.75], [7.64, -4.53, -6.55], [6.82, -3.80, -7.30], [7.15, -2.98, -8.10], [5.37, -4.19, -7.01], [5.13, -4.27, -5.69], [5.07, -5.38, -7.54], [4.51, -3.30, -7.51], [9.24, -3.13, -4.95], [10.58, -2.94, -6.10], [9.03, -2.17, -6.41], [9.55, -5.18, -6.35], [9.28, -4.25, -7.81]], "lowdin_charge": [-0.02, -0.38, -0.05, -0.14, -0.11, -0.23, 0.16, -0.40, 0.15, -0.13, -0.04, -0.31, -0.02, -0.06, -0.63, 0.18, 0.19, -0.28, 0.07, -0.18, -0.01, -0.03, -0.06, -0.13, 0.17, 0.08, 0.08, 0.08, 0.14, 0.09, 0.13, 0.12, 0.16, 0.15, 0.13, 0.13, 0.15, 0.06, 0.12, 0.12, 0.12, 0.11, 0.11, 0.11, 0.10, -0.05, -0.19, 0.04, -0.40, 0.17, -0.55, 0.17, 0.17, 0.16, 0.09, 0.07, 0.08, 0.12, 0.13, -0.06, -0.19, 0.03, -0.40, 0.18, -0.54, 0.16, 0.16, 0.18, 0.08, 0.08, 0.08, 0.12, 0.13, -0.06, -0.20, 0.03, -0.40, 0.18, -0.54, 0.15, 0.17, 0.17, 0.08, 0.08, 0.08, 0.12, 0.13]}